C36H67Al2BCaClF9N5NaO10P2 | ωB97M-V with the def2-TZVPD basis set

Geometry as XYZ:
```
135
Properties=species:S:1:pos:R:3:forces:R:3:lowdin_charge:R:1
C 4.559 -2.654 4.861 0.1 -0.1 0.3 -0.04
C 3.548 -3.861 4.437 1.9 -0.8 0.3 -0.17
O 2.162 -3.446 4.424 0.4 -0.6 -1.6 -0.17
C 1.579 -3.524 3.102 0.1 0.9 -0.3 -0.15
C 1.935 -2.136 2.320 1.0 -1.1 1.4 -0.11
O 0.791 -1.255 2.482 1.4 1.0 -1.6 -0.12
C 0.985 0.045 1.899 -0.2 2.5 -0.9 -0.34
C 1.019 0.173 0.283 -0.9 -0.3 -0.2 -0.09
C -0.428 0.046 -0.412 -0.1 0.4 -0.8 -0.13
C -0.678 -1.314 -1.233 -1.1 0.0 0.7 -0.18
C -0.188 -2.670 -0.429 5.2 -1.4 0.4 -0.50
O 0.932 -3.129 -0.800 -4.9 1.6 1.7 0.10
O -0.989 -3.328 0.592 1.1 1.9 -2.7 0.02
C 2.258 0.948 2.325 0.9 0.5 1.3 -0.22
C 3.718 0.612 1.713 0.0 -0.8 -0.2 -0.12
C 4.216 1.692 0.606 1.4 -0.9 0.1 -0.17
C 4.795 0.977 -0.745 0.2 0.4 -0.1 -0.16
C 3.725 0.960 -1.953 0.0 0.4 -0.3 -0.25
N 3.298 -0.442 -2.348 0.0 0.9 1.4 -0.01
C 2.059 0.981 3.919 0.4 0.2 -1.1 -0.34
P 2.898 2.380 4.922 2.0 0.4 1.4 0.95
C 3.199 3.910 3.846 -1.0 1.2 -0.1 -0.27
O 1.823 2.948 6.172 -0.2 -1.7 -1.9 -0.34
N 0.531 1.029 4.046 0.0 -0.2 1.0 0.05
C -0.161 0.909 2.688 -1.0 -2.7 0.1 -0.36
C -1.507 0.100 3.090 -0.9 -0.6 -0.3 -0.14
C -2.653 1.024 3.744 -1.1 -1.6 -0.1 -0.10
C -3.891 1.156 2.705 0.0 5.1 0.7 -0.36
O -4.260 2.351 2.474 1.1 -5.0 0.3 0.04
N -4.544 -0.047 2.137 -0.7 1.7 -1.3 0.06
C -4.887 0.132 0.695 -1.4 0.4 -4.5 -0.18
C -4.029 0.975 -0.299 -1.9 -1.3 -0.5 -0.06
C -4.363 1.225 -1.786 -2.1 -2.1 2.3 -0.08
C -5.642 0.599 -2.388 1.6 -0.4 4.0 -0.06
C -6.504 -0.292 -1.445 2.4 1.3 0.8 -0.04
C -6.166 -0.541 0.069 2.3 2.2 -2.2 0.00
P -0.622 2.621 1.955 1.2 2.9 2.2 0.85
N -0.553 3.799 3.071 0.3 -1.4 -1.4 -0.28
H 5.074 -2.211 3.905 -0.5 -0.5 0.8 0.11
H 4.038 -1.778 5.380 0.8 -1.0 -0.5 0.09
H 5.428 -3.048 5.519 -1.7 0.3 -0.7 0.12
H 3.906 -4.273 3.419 -0.7 0.5 1.7 0.15
H 3.696 -4.680 5.241 -0.4 1.3 -1.4 0.16
H 1.982 -4.397 2.470 -0.5 1.1 1.2 0.14
H 0.439 -3.632 3.273 1.7 0.3 -0.4 0.14
H 2.818 -1.690 2.920 -1.3 -0.8 -1.2 0.12
H 2.276 -2.303 1.243 -0.8 0.3 1.3 0.13
H 1.721 -0.593 -0.208 -0.9 1.1 1.0 0.11
H 1.436 1.206 -0.020 -0.6 -1.8 0.7 0.10
H -0.507 0.901 -1.189 0.0 -1.5 1.1 0.15
H -1.317 0.180 0.289 1.4 -0.3 -0.8 0.08
H -1.837 -1.443 -1.413 1.9 2.7 1.1 0.02
H -0.204 -1.309 -2.310 -0.4 -0.2 2.1 0.16
H -0.466 -4.048 1.028 0.0 0.5 -0.5 0.15
H 2.171 2.075 2.062 -0.7 -1.9 -0.1 0.10
H 4.480 0.507 2.574 -1.2 0.3 -1.4 0.14
H 3.740 -0.413 1.175 -0.3 1.5 1.1 0.11
H 3.401 2.430 0.295 1.1 -0.8 0.7 0.09
H 5.139 2.205 1.075 -1.8 -0.3 -0.8 0.12
H 5.189 -0.083 -0.490 -0.8 1.6 -0.5 0.12
H 5.734 1.558 -1.087 -1.6 -0.9 0.5 0.13
H 4.147 1.436 -2.904 -0.4 -0.5 1.5 0.12
H 2.811 1.606 -1.649 1.3 -0.8 -0.4 0.08
H 3.423 -1.002 -1.490 -0.3 0.0 -0.8 0.03
H 2.303 -0.454 -2.624 0.8 0.0 0.2 0.05
H 2.435 -0.025 4.329 -0.8 1.6 -0.2 0.12
H 2.502 4.013 2.948 0.9 -0.1 1.1 0.01
H 4.288 4.028 3.506 -1.6 -0.7 0.6 0.07
H 2.987 4.822 4.525 0.3 -1.5 -0.9 0.07
H 1.641 2.193 6.789 0.6 1.0 -0.5 0.06
H 0.384 0.235 4.711 -0.7 0.2 -1.3 0.19
H 0.116 1.815 4.587 0.8 0.5 -0.5 0.14
H -1.308 -0.756 3.837 0.2 1.4 -1.4 0.14
H -2.001 -0.422 2.181 1.0 0.8 1.3 0.11
H -3.093 0.452 4.649 0.7 0.9 -1.4 0.14
H -2.300 2.030 4.149 -0.7 -1.1 -0.9 0.11
H -5.479 -0.066 2.604 0.9 -0.3 -0.1 0.15
H -3.078 1.440 0.118 -1.5 -0.5 -0.7 0.04
H -3.640 1.898 -2.380 -1.4 -1.2 0.9 0.08
H -5.877 0.824 -3.477 0.1 -0.6 1.7 0.10
H -7.435 -0.781 -1.915 1.6 0.8 1.1 0.11
H -6.852 -1.204 0.692 1.1 1.1 -1.0 0.10
H -1.962 2.650 1.446 0.7 -1.0 -0.2 0.01
H 0.367 2.936 0.954 -0.9 -0.8 -0.1 0.03
H 0.149 4.493 2.771 -0.4 -0.4 0.5 -0.03
C -5.587 6.147 -0.729 -0.6 0.3 0.1 -0.10
C -5.992 6.707 -2.091 0.2 -0.1 0.1 -0.22
C -6.003 5.639 -3.194 0.8 -0.1 0.0 -0.13
C -4.621 5.051 -3.354 3.4 -1.8 -0.8 -0.15
N -3.522 4.579 -3.488 -4.7 2.4 1.2 0.14
H -4.575 5.751 -0.750 -1.8 -0.7 0.7 -0.02
H -5.617 6.931 0.032 0.0 -0.1 0.0 0.10
H -6.262 5.345 -0.416 0.2 0.0 0.0 0.11
H -5.303 7.514 -2.365 -0.2 0.1 -0.2 0.12
H -6.987 7.150 -2.009 0.1 -0.1 -0.1 0.14
H -6.312 6.085 -4.144 0.0 0.0 -0.2 0.10
H -6.708 4.840 -2.949 0.2 -0.1 -0.1 0.14
C 5.526 -3.658 -1.928 -0.2 0.0 -0.2 -0.07
O 6.847 -4.058 -1.596 -0.2 0.1 0.2 0.01
C 7.175 -3.836 -0.308 1.1 -0.4 0.4 -0.60
O 6.452 -3.343 0.530 -0.1 0.1 -0.5 0.09
O 8.430 -4.252 -0.122 -1.0 0.4 -0.6 0.02
C 8.917 -4.075 1.213 0.2 -0.1 0.8 -0.02
H 5.364 -3.878 -2.984 0.3 0.0 0.1 0.10
H 4.793 -4.219 -1.342 0.1 0.1 0.1 0.09
H 5.401 -2.582 -1.777 0.0 -0.1 0.1 0.07
H 8.318 -4.651 1.922 0.1 0.2 -0.1 0.08
H 8.925 -3.017 1.484 -0.1 -0.1 -0.1 0.10
H 9.941 -4.447 1.248 -0.2 0.0 -0.3 0.10
F -7.679 4.143 -6.408 3.0 3.5 -0.5 -0.47
Al -7.958 5.802 -7.043 -0.7 2.5 -1.7 0.07
F -6.965 6.051 -8.482 -1.1 -0.7 2.0 -0.22
F -7.511 6.986 -5.799 -0.2 -1.7 -0.8 -0.22
F -9.664 5.987 -7.456 2.2 -0.6 0.8 -0.22
Ca -1.901 -3.195 -1.966 -2.1 -3.7 -3.1 1.55
B 7.605 -6.533 4.256 0.4 -0.8 0.2 -1.13
F 8.324 -5.355 3.861 -0.5 -0.5 0.3 0.07
F 6.328 -6.150 4.786 0.4 0.1 -0.3 0.04
F 7.415 -7.381 3.116 0.0 0.8 0.7 0.06
F 8.349 -7.235 5.256 -0.7 0.7 -0.8 0.07
Cl -9.048 2.882 -6.154 -2.9 -4.0 0.0 0.29
Na -3.076 6.079 -1.265 2.0 0.4 -1.0 0.71
C -4.551 -2.390 -6.746 -0.2 0.5 -0.7 -0.10
C -3.243 -3.202 -6.761 -1.7 0.6 -0.5 -0.66
C -3.313 -4.252 -7.884 0.1 -0.4 -0.6 -0.06
O -3.140 -3.854 -5.593 1.4 -0.4 2.1 -0.24
H -5.430 -3.021 -6.574 0.3 -0.1 0.0 0.07
H -4.533 -1.618 -5.967 0.1 -0.1 0.0 0.05
H -4.697 -1.881 -7.706 0.0 0.0 0.0 0.07
H -2.452 -2.493 -7.059 0.5 -0.2 0.4 0.12
H -4.148 -4.948 -7.751 0.1 0.2 0.2 0.08
H -2.392 -4.840 -7.940 -0.1 0.1 0.1 0.08
H -3.447 -3.762 -8.854 0.0 0.1 0.1 0.08
F 6.727 -2.460 4.390 -0.1 0.3 -0.3 -0.20
Al -9.034 0.641 -7.378 -0.2 0.9 0.4 0.64
```
Forces are in eV/Å.

Output
net charge: +2
HOMO-LUMO gap: 0.765 eV
total energy: -158596.9764 eV